C6H8 | ωB97M-V/def2-TZVPD

energy above the lowest of the compared OMol25 structures with the same formula, charge and spin: 44.5 kcal/mol
gap between HOMO and LUMO: 11.062 eV
SMILES: C#CCC1CC1
E_HOMO: -9.8947 eV

Each line ends with the Mulliken charge.
Element x y z (Å)
C: -2.2319 0.6298 1.8243  0.1348
C: -1.1916 0.0970 1.5321  -0.4379
C: 0.0599 -0.5405 1.0699  -0.7530
C: 0.0784 -0.4391 -0.4523  -0.0540
C: 1.2674 -0.4410 -1.3925  -0.5330
C: 0.4881 0.8344 -1.1058  -0.5909
H: -3.1474 1.1101 2.1068  0.3997
H: 0.9224 -0.0048 1.4839  0.2637
H: 0.0964 -1.5748 1.4461  0.2766
H: -0.7633 -0.9647 -0.8935  0.3419
H: 1.0749 -0.9097 -2.3589  0.2392
H: 2.2863 -0.5457 -1.0092  0.2447
H: 1.0533 1.5410 -0.4928  0.2206
H: -0.1500 1.3039 -1.8531  0.2476